74
Properties=species:S:1:pos:R:3:forces:R:3:mulliken_charge:R:1 method="wB97M-V/def2-TZVPD" homo_energy_ev="-8.603 / -9.476" total_charge=0 energy_ev=-79220.952 e_lumo_ha="-0.002 / -0.131" spin_multiplicity=3 e_above_lowest_kj_mol=0.00 gap_ha="0.3137 / 0.2175"
H -3.6519 1.4897 4.4393 0.009 0.003 0.001 0.342
H 0.5091 -5.3921 4.8616 0.001 0.002 0.005 0.298
C 1.5537 -2.2441 2.4076 0.028 -0.003 -0.015 -0.259
O 0.0547 1.3210 -0.7416 -0.037 -0.062 -0.041 -0.024
C -0.9603 4.7005 -3.2898 -0.027 0.011 0.008 -1.683
H -5.1861 0.5585 4.7895 0.004 0.004 0.002 0.333
H -0.9660 3.7029 0.0319 -0.016 -0.009 -0.016 0.317
H 1.2653 5.8099 -2.1165 0.003 0.002 0.000 0.382
H 2.6205 0.5425 -0.5080 0.001 -0.012 0.004 0.059
C 1.9102 2.1478 -4.8085 -0.010 -0.013 -0.019 -1.617
F -0.1301 2.3413 2.2114 0.000 0.012 0.002 -0.360
H -0.1786 4.9814 -3.9973 0.004 -0.001 -0.005 0.354
C -2.1066 -2.2921 3.8239 0.001 0.020 0.004 -1.343
H 2.4322 2.9990 -4.3702 -0.004 0.001 0.011 0.333
C -0.3543 4.4019 -1.9273 -0.003 0.003 0.011 1.857
C 1.3002 -4.5720 3.0349 0.004 0.008 -0.011 1.019
H -1.2079 -3.7057 2.5027 -0.016 0.019 -0.010 0.882
F -0.2414 0.0423 2.0939 -0.031 0.004 -0.019 0.102
B -0.9729 1.2584 2.2779 -0.047 -0.070 0.032 0.080
H 0.9584 -5.9316 1.4105 -0.003 0.001 -0.001 0.306
O -1.5850 -2.3887 -0.8750 -0.120 0.040 0.013 -0.779
C 2.4558 -0.1014 0.3551 -0.004 -0.001 -0.003 -0.690
H 1.6329 -2.9600 4.4150 -0.004 0.000 0.000 0.445
H -0.1708 6.4508 -1.2982 0.000 0.000 0.000 0.410
H 4.0301 0.3664 -4.7625 0.002 -0.006 0.000 0.435
H 3.3846 -0.5023 0.7577 0.001 -0.006 -0.006 0.607
H 1.8524 0.4266 1.0926 0.010 0.018 0.013 0.094
P 0.2473 1.8006 -2.2070 0.045 0.009 0.051 1.036
C 1.2572 -5.6291 4.1032 0.003 0.000 -0.003 -1.602
H 1.6800 -1.2108 2.6945 0.000 -0.005 -0.002 0.345
H 2.2205 -5.7039 4.6103 -0.001 -0.001 0.000 0.393
H 1.4778 -1.1563 -3.8749 0.003 -0.004 -0.004 0.247
H -3.7082 -0.8415 0.4744 -0.006 -0.003 0.002 0.597
C 1.3439 -0.2908 -4.5259 -0.012 0.009 -0.005 -1.520
H 2.3119 1.9645 -5.8064 0.010 0.014 0.005 0.513
C 2.1044 0.9000 -3.9609 0.002 -0.071 0.006 1.605
C 3.5788 0.5757 -3.7918 0.004 -0.011 -0.006 -1.695
C -4.2075 0.5627 4.3163 0.006 -0.001 -0.003 -0.339
H 0.2822 -0.0586 -4.5981 0.014 -0.014 -0.013 0.337
C -2.0863 -3.0567 0.1068 0.085 -0.014 0.010 0.431
Au -0.7612 -0.5200 -0.7357 0.030 -0.068 -0.026 0.633
C 0.4656 5.5724 -1.4141 0.002 0.009 -0.007 -1.801
H 3.6963 -0.3030 -3.1555 -0.001 0.004 -0.008 0.256
C -3.2902 -1.2561 1.3802 0.036 0.021 -0.002 -0.444
F -1.5884 1.1733 3.5609 -0.032 -0.003 0.007 -0.347
H -2.0735 4.8594 -0.7362 0.000 0.004 -0.005 0.563
C -2.4173 -2.3196 1.3845 -0.044 0.031 -0.034 0.195
O 1.6403 1.1292 -2.5938 0.002 0.131 -0.016 -0.120
C 1.5066 -3.2341 3.3738 0.003 0.006 0.011 -0.780
O -3.4258 -0.5144 4.8465 0.007 0.002 0.001 -0.484
H -1.6669 5.5283 -3.2059 0.007 0.004 -0.001 0.477
F -1.9979 1.3088 1.3115 0.032 0.005 0.053 -0.353
O -4.3584 0.2972 2.9219 -0.007 0.012 -0.002 -0.450
H 0.8517 2.3908 -4.9068 0.003 -0.003 0.006 0.330
O 0.6314 3.3310 -2.0984 0.004 -0.014 -0.017 -0.450
O -2.3335 -4.2455 0.1030 0.026 -0.040 0.019 -0.623
H -1.6628 -2.6601 4.7364 -0.001 -0.001 0.005 0.498
C 1.1969 -3.9294 0.7061 -0.009 0.004 -0.001 -0.931
C -3.5550 -0.7055 2.6206 0.005 -0.007 -0.022 0.962
H -2.0268 3.1801 -1.2867 -0.006 -0.009 0.012 0.337
S 1.4878 -1.4483 -0.2702 0.034 0.017 0.052 1.229
O -0.8641 1.4817 -3.1274 -0.040 0.002 0.013 -0.823
H 4.1024 1.4178 -3.3372 0.004 0.004 -0.001 0.389
C 1.1348 -4.9014 1.6929 0.007 -0.008 0.003 -0.839
H 1.7247 -0.5378 -5.5187 0.008 0.003 0.001 0.478
H 1.0844 -4.1890 -0.3384 -0.006 -0.005 0.001 0.436
H 0.9065 5.3282 -0.4477 0.002 0.000 0.001 0.389
C 1.4180 -2.6092 1.0728 -0.060 0.004 -0.007 0.529
C -1.8556 -2.8431 2.5945 -0.005 -0.016 -0.003 -1.020
C -2.9709 -1.2075 3.8197 0.017 0.006 0.008 1.288
O 2.1350 -2.1048 -1.4061 0.035 0.021 -0.022 -0.773
H 1.0185 -6.6051 3.6844 -0.001 0.000 0.000 0.386
C -1.4185 4.0045 -0.9131 0.039 0.001 -0.010 -1.673
H -1.4845 3.8240 -3.6692 0.008 0.008 -0.003 0.287